# C45H89BrF3N6O9

A cluster of 5 separate species, C45H89BrF3N6O9 in total at a distorted geometry (wB97M-V/def2-TZVPD, the OMol25 dataset).

Element x y z (Å)
1 C -3.898 1.221 5.464
2 C -4.023 1.314 4.025
3 N -4.543 0.130 3.234
4 C -3.442 -0.499 2.419
5 C -2.056 -0.514 3.277
6 O -1.181 -1.562 2.796
7 C -0.291 -2.045 3.833
8 C 1.017 -1.093 3.937
9 O 1.976 -1.825 4.753
10 C 2.058 -1.179 6.077
11 C 3.042 0.100 5.864
12 O 3.361 0.713 7.140
13 C 2.606 1.969 7.199
14 C 3.153 2.724 8.535
15 C -3.265 0.076 0.931
16 C -2.350 1.401 0.826
17 C -2.620 2.267 -0.531
18 C -3.382 3.668 -0.244
19 C -2.680 -1.176 0.039
20 C -1.373 -0.809 -0.797
21 C -1.544 -0.446 -2.324
22 C -0.298 -0.041 -3.194
23 C 1.151 0.024 -2.616
24 C 2.450 0.467 -3.426
25 C 1.328 -0.373 -1.129
26 C 0.079 -0.776 -0.258
27 N -4.594 0.417 0.326
28 C -5.725 -0.282 1.003
29 C -5.825 0.403 2.489
30 C -6.999 -0.379 3.254
31 C -8.410 -0.432 2.531
32 O -8.712 -1.041 1.493
33 Br -9.928 0.541 3.429
34 C -6.118 1.958 2.178
35 C -6.946 2.752 3.293
36 O -8.171 3.242 2.667
37 C -6.196 4.110 3.812
38 F -5.510 4.795 2.775
39 F -7.265 4.996 4.202
40 F -5.426 3.913 4.985
41 H -2.870 1.440 5.927
42 H -4.768 0.882 6.141
43 H -3.764 2.322 3.568
44 H -4.772 -0.573 3.977
45 H -3.716 -1.621 2.324
46 H -2.253 -0.755 4.396
47 H -1.506 0.487 3.252
48 H -0.789 -2.257 4.841
49 H 0.110 -3.065 3.460
50 H 0.735 -0.068 4.353
51 H 1.468 -1.051 2.875
52 H 0.995 -0.873 6.382
53 H 2.520 -1.965 6.782
54 H 3.974 -0.219 5.258
55 H 2.489 0.861 5.214
56 H 2.876 2.680 6.326
57 H 1.470 1.778 7.244
58 H 2.883 2.063 9.432
59 H 2.606 3.729 8.584
60 H 4.271 2.906 8.418
61 H -1.238 1.221 1.024
62 H -2.708 2.095 1.685
63 H -1.562 2.563 -0.897
64 H -3.075 1.650 -1.374
65 H -4.200 3.784 -1.030
66 H -2.632 4.529 -0.436
67 H -3.734 3.797 0.834
68 H -3.471 -1.516 -0.735
69 H -2.447 -2.100 0.669
70 H -2.549 -0.422 -2.858
71 H -0.397 0.232 -4.311
72 H 2.735 -0.261 -4.276
73 H 2.423 1.563 -3.789
74 H 3.341 0.426 -2.688
75 H 2.385 -0.350 -0.685
76 H 0.304 -1.037 0.826
77 H -4.610 0.308 -0.694
78 H -6.666 -0.019 0.385
79 H -5.636 -1.421 1.040
80 H -7.103 0.013 4.339
81 H -6.642 -1.476 3.378
82 H -5.162 2.513 1.835
83 H -6.787 1.954 1.233
84 H -7.187 2.168 4.243
85 H -8.893 3.267 3.342
86 C 1.050 0.744 -9.590
87 C 1.561 -0.310 -8.612
88 C 1.138 -0.058 -7.150
89 O 1.862 0.980 -6.495
90 C 1.420 2.293 -6.803
91 N 3.020 -0.411 -8.740
92 H 1.627 1.671 -9.547
93 H 1.125 0.374 -10.616
94 H 0.001 0.983 -9.399
95 H 1.125 -1.268 -8.915
96 H 1.346 -0.967 -6.576
97 H 0.057 0.117 -7.068
98 H 0.337 2.338 -6.953
99 H 1.942 2.667 -7.686
100 H 1.683 2.946 -5.969
101 H 3.346 -1.187 -8.162
102 H 3.421 0.410 -8.286
103 C 7.185 3.792 -5.205
104 C 5.996 2.996 -5.736
105 C 5.553 3.410 -7.155
106 O 4.830 4.636 -7.214
107 C 5.637 5.801 -7.174
108 N 4.889 3.097 -4.776
109 H 6.903 4.790 -4.863
110 H 7.630 3.279 -4.348
111 H 7.960 3.897 -5.969
112 H 6.309 1.947 -5.788
113 H 4.866 2.646 -7.531
114 H 6.402 3.431 -7.851
115 H 6.591 5.660 -7.690
116 H 5.806 6.105 -6.139
117 H 5.093 6.610 -7.665
118 H 4.136 2.482 -5.082
119 H 4.489 4.031 -4.873
120 C 3.751 -5.268 -7.424
121 C 5.081 -4.552 -7.645
122 C 6.227 -5.083 -6.760
123 O 6.165 -4.665 -5.399
124 C 5.262 -5.405 -4.595
125 N 4.880 -3.109 -7.459
126 H 3.245 -4.942 -6.513
127 H 3.070 -5.062 -8.254
128 H 3.892 -6.351 -7.370
129 H 5.370 -4.725 -8.688
130 H 7.168 -4.679 -7.147
131 H 6.312 -6.175 -6.823
132 H 5.218 -6.459 -4.887
133 H 4.267 -4.957 -4.640
134 H 5.599 -5.345 -3.560
135 H 5.742 -2.625 -7.708
136 H 4.795 -2.942 -6.455
137 C -2.044 -3.639 10.312
138 C -2.000 -2.434 9.376
139 C -2.326 -2.776 7.907
140 O -1.274 -3.430 7.204
141 C -1.170 -4.822 7.458
142 N -0.689 -1.783 9.501
143 H -1.156 -4.269 10.226
144 H -2.094 -3.307 11.352
145 H -2.924 -4.257 10.117
146 H -2.765 -1.730 9.723
147 H -2.497 -1.835 7.371
148 H -3.258 -3.351 7.825
149 H -2.148 -5.288 7.613
150 H -0.524 -4.998 8.321
151 H -0.694 -5.291 6.596
152 H -0.699 -0.922 8.955
153 H -0.012 -2.368 9.010

Properties
Net charge: +1
Orbital gap in eV: 5.98